Record 1
The following is a DFT calculation (the ωB97M-V functional and the def2-TZVPD basis) of a 8-piece molecular cluster, C12H21Cl9F2O9 overall.

Structure (XYZ):
```
53
Properties=species:S:1:pos:R:3:forces:R:3
C 0.234 4.644 -0.086 1.811 0.272 -0.569
C 0.087 4.149 -1.525 -0.311 1.396 -0.095
O 0.000 2.790 -1.364 -0.147 -0.723 0.105
C 0.763 2.475 -0.299 0.388 0.323 1.717
O 1.176 1.389 -0.062 0.081 -0.252 0.028
O 0.972 3.562 0.537 -0.893 -0.591 -1.667
F 1.154 4.356 -2.368 0.169 0.502 0.524
H -0.717 4.788 0.364 -0.978 -0.267 0.437
H 0.781 5.583 0.021 0.206 -0.282 -0.174
H -0.770 4.603 -2.006 -0.356 -0.404 -0.165
C -3.862 1.217 -0.727 -1.597 -1.040 -0.608
C -3.125 2.198 0.067 0.952 -0.234 0.701
O -3.946 2.343 1.195 0.530 0.660 0.623
C -5.238 2.248 0.813 -0.495 0.184 -1.788
O -6.175 2.749 1.355 0.835 -1.021 -0.408
O -5.231 1.577 -0.417 -0.472 0.151 1.014
F -2.905 3.403 -0.507 -0.286 0.817 -0.475
H -3.601 0.241 -0.305 -0.325 -0.062 0.076
H -3.760 1.099 -1.811 0.163 0.717 0.272
H -2.175 1.822 0.360 0.832 -0.207 0.637
C -1.855 1.618 3.937 1.831 -0.411 -0.441
O -1.007 2.018 2.843 1.308 -0.042 0.420
H -2.128 2.527 4.443 -0.570 -0.026 0.641
H -2.655 1.081 3.484 -0.957 -0.124 -0.033
H -1.279 0.899 4.563 -0.598 0.581 0.008
H -0.104 2.099 3.233 -1.014 0.037 -0.776
C 0.859 -2.324 -0.905 -0.208 -0.065 -0.933
O 0.120 -1.093 -1.013 -0.201 -1.258 -0.408
H 0.127 -3.151 -0.853 0.442 0.521 0.305
H 1.501 -2.545 -1.803 -0.565 0.464 0.609
H 1.508 -2.304 -0.039 -0.002 -0.156 0.255
H 0.668 -0.382 -0.701 0.434 0.709 0.157
C -1.330 -2.744 -3.604 0.621 -0.746 1.297
O -1.401 -1.366 -3.733 -0.523 1.482 -0.624
H -1.076 -3.258 -4.549 0.561 0.490 0.453
H -0.666 -2.898 -2.730 0.109 -0.875 -1.066
H -2.255 -3.219 -3.307 -0.821 0.131 0.131
H -1.094 -0.929 -2.922 0.063 -0.494 -0.215
C 1.698 -2.215 3.302 -0.149 -0.115 1.276
Cl 2.620 -3.310 2.335 0.406 -0.454 -0.701
Cl 1.098 -0.840 2.422 0.110 0.319 -0.040
Cl 2.657 -1.807 4.766 -0.136 0.375 -0.333
H 0.856 -2.750 3.708 -0.227 -0.101 -0.159
C 2.567 -5.556 -2.464 -1.407 0.807 1.766
Cl 3.705 -5.213 -1.224 0.820 0.623 1.367
Cl 2.772 -4.538 -3.777 -0.055 1.122 -1.684
Cl 0.876 -5.594 -1.828 0.360 0.064 -0.215
H 2.773 -6.528 -2.666 0.295 -2.746 -1.258
C 5.254 -0.648 1.247 2.274 1.028 -1.801
Cl 6.226 -1.149 -0.251 -0.619 0.223 0.733
Cl 4.183 0.634 0.845 -0.421 0.470 -0.027
Cl 6.390 -0.263 2.508 0.050 0.175 0.398
H 4.728 -1.488 1.500 -1.317 -1.944 0.709
```
Positions in Å, forces in eV/Å.

SMILES: O=C1OC[C@@H](F)O1.O=C1OC[C@@H](F)O1.ClC(Cl)Cl.ClC(Cl)Cl.ClC(Cl)Cl.CO.CO.CO
Largest force on an atom (eV/A): 3.1
HOMO energy (hartree): -0.35898
Frontier orbital gap (eV): 10.1
E_LUMO (eV): 0.282

Results of the Mulliken charge analysis, in e, for atoms 1 through 5:
1. C -0.45
2. C 0.32
3. O -0.27
4. C 0.52
5. O -0.43

=====

Record 2
The following is a DFT calculation (the ωB97M-V functional and the def2-TZVPD basis) of C12H21FeO12 as an isolated structure.

Structure (XYZ):
```
46
Properties=species:S:1:pos:R:3:forces:R:3
Fe 0.732 -0.593 -0.789 -1.749 2.479 0.817
C 2.691 -4.308 -1.020 -0.580 1.837 0.753
C 1.996 -2.971 -0.863 2.444 -3.409 -1.895
O 2.147 -1.995 -1.630 0.603 1.069 -1.297
O 1.171 -2.627 -0.053 -2.005 0.154 2.838
H 2.636 -4.757 -0.028 0.167 -0.473 -0.295
H 3.707 -4.026 -1.297 0.083 -0.502 -0.102
H 2.173 -4.865 -1.800 0.149 -0.111 0.114
C -1.827 -1.618 -3.686 -0.458 -1.281 0.008
C -0.980 -1.287 -2.481 -5.358 -2.985 -2.676
O -0.127 -0.505 -2.560 8.612 8.542 -5.043
O -1.019 -1.666 -1.349 -2.659 -5.148 6.535
H -2.482 -2.486 -3.607 0.078 -0.071 0.816
H -1.156 -1.937 -4.482 0.090 0.702 -0.211
H -2.519 -0.829 -3.983 0.597 0.370 -0.035
C 3.613 2.293 0.003 -1.328 -1.521 -1.405
C 2.504 1.148 -0.291 4.989 5.858 -1.051
O 2.104 0.900 -1.385 -1.074 0.362 -8.437
O 2.005 0.435 0.487 -2.867 -5.207 9.544
H 3.261 3.071 0.681 0.241 -0.534 0.429
H 3.850 2.799 -0.933 -0.400 -0.115 -0.177
H 4.542 1.770 0.229 -0.160 0.182 0.801
C -2.720 2.140 -2.567 0.190 -1.651 1.273
O -2.068 2.929 -1.563 0.249 1.391 1.194
C -1.253 2.477 -0.600 1.363 0.204 -1.139
O -0.640 1.394 -0.682 -1.309 2.315 1.181
O -1.087 3.535 0.315 -1.060 -2.019 -2.795
C -0.084 3.470 1.302 -0.981 -1.083 1.127
H -3.308 2.709 -3.288 0.673 0.592 0.322
H -3.429 1.553 -1.985 -0.168 -0.390 -0.378
H -1.986 1.475 -3.023 -0.100 0.140 -0.254
H 0.907 3.321 0.873 -0.064 0.350 0.320
H -0.387 2.677 1.986 0.656 -0.736 -0.107
H -0.289 4.305 1.971 0.767 0.620 -0.680
C 0.948 -0.284 3.477 -0.946 -0.048 0.638
O -0.527 -0.302 3.331 1.197 0.091 -0.879
C -1.063 -0.703 2.164 1.122 -0.278 0.482
O -0.524 -0.803 1.054 -0.408 0.363 1.998
O -2.279 -1.105 2.371 -1.197 -0.411 -2.563
C -3.098 -0.994 3.511 0.277 0.606 1.412
H 1.416 0.524 2.916 -0.163 -0.406 -0.242
H 1.321 -1.291 3.289 0.104 0.246 -0.519
H 1.086 -0.123 4.546 -0.084 0.191 -0.113
H -4.071 -1.458 3.353 0.482 -0.412 -0.438
H -3.331 0.046 3.740 0.347 0.132 -0.027
H -2.555 -1.437 4.347 -0.361 -0.004 0.155
```
Positions in Å, forces in eV/Å.

2S+1: 7
Energy relative to the best compared isomer or geometry (same formula, charge and spin) (eV): 1.464
Largest force on an atom (eV/A): 13.1
Total charge: +1
HOMO energy (spin up / spin down) (hartree): -0.47271 / -0.46869
Frontier orbital gap (spin up / spin down) (eV): 10.6 / 5.0
E_LUMO (spin up / spin down) (eV): -2.310 / -7.747

Results of the Mulliken charge analysis, in e, for atoms 1 through 5:
1. Fe 1.45
2. C -1.11
3. C 0.85
4. O -0.38
5. O -0.28

=====

Record 3
The following is a DFT calculation (the ωB97M-V functional and the def2-TZVPD basis) of C12H21InNO5S3 as an isolated structure.

Structure (XYZ):
```
43
Properties=species:S:1:pos:R:3:forces:R:3
In 0.055 0.052 0.304 -0.153 -0.017 0.405
O 1.726 -0.241 1.997 -0.137 0.038 -0.303
C 1.094 -0.634 3.235 -0.200 0.083 0.270
C -0.049 0.330 3.471 0.196 -0.055 -0.115
N -1.071 0.247 2.412 0.022 -0.010 -0.274
C -1.908 -0.951 2.528 0.056 -0.373 -0.120
C -1.286 -2.187 1.842 -0.136 0.017 0.256
O -1.510 -3.291 2.276 0.028 0.165 -0.111
O -0.571 -1.922 0.780 0.175 0.124 -0.175
C -1.818 1.507 2.329 0.151 0.320 -0.041
C -1.000 2.570 1.570 -0.277 0.021 0.277
O -0.979 3.716 1.941 -0.011 -0.150 -0.136
O -0.412 2.115 0.486 0.215 -0.387 -0.129
H 2.443 -0.858 1.805 -0.025 -0.005 -0.036
H 1.812 -0.543 4.050 0.023 -0.008 -0.034
H 0.744 -1.665 3.175 0.091 -0.040 -0.041
H 0.361 1.342 3.470 -0.069 0.027 0.053
H -0.497 0.131 4.449 0.000 0.037 0.019
H -2.846 -0.778 1.998 -0.036 0.058 0.070
H -2.140 -1.210 3.562 0.005 0.068 0.015
H -2.088 1.900 3.311 -0.011 -0.034 0.001
H -2.729 1.348 1.750 -0.037 -0.052 0.052
C 2.366 0.546 -2.696 -0.069 0.185 0.183
C 2.828 -0.763 -2.057 -0.264 -0.124 0.165
S 1.646 -1.697 -1.042 0.041 0.233 -0.134
C 0.377 -2.286 -2.196 0.049 0.015 0.131
C -0.513 -1.271 -2.909 -0.180 0.130 0.177
S -1.564 -0.280 -1.784 0.351 0.242 0.088
C -1.416 1.443 -2.357 -0.108 -0.177 -0.056
C -0.040 2.029 -2.678 0.030 0.026 0.134
S 1.379 1.633 -1.602 0.081 -0.272 -0.184
H 1.813 0.361 -3.613 -0.009 0.045 0.005
H 3.252 1.122 -2.958 0.023 -0.055 -0.099
H 3.650 -0.571 -1.368 0.041 -0.060 -0.012
H 3.191 -1.442 -2.829 0.108 0.042 -0.010
H -0.224 -2.939 -1.560 0.008 -0.052 -0.064
H 0.885 -2.897 -2.942 -0.037 -0.043 -0.006
H -1.206 -1.827 -3.538 0.061 0.009 -0.101
H 0.049 -0.586 -3.535 -0.019 -0.027 -0.034
H -1.873 1.994 -1.536 -0.001 0.010 -0.001
H -2.053 1.557 -3.234 0.002 0.031 -0.006
H -0.141 3.111 -2.614 -0.012 0.003 -0.081
H 0.262 1.789 -3.696 0.031 0.012 0.000
```
Positions in Å, forces in eV/Å.

Energy relative to the best compared isomer or geometry (same formula, charge and spin) (eV): 0.000
Largest force on an atom (eV/A): 0.5
Total charge: +1
HOMO energy (hartree): -0.45383
Frontier orbital gap (eV): 9.4
E_LUMO (eV): -2.952

Results of the Mulliken charge analysis, in e, for atoms 1 through 5:
1. In 1.16
2. O -0.62
3. C -0.58
4. C -0.75
5. N -0.05

=====

Record 4
The following is a DFT calculation (the ωB97M-V functional and the def2-TZVPD basis) of C12H21N3O4RuSi as an isolated structure.

Structure (XYZ):
```
42
Properties=species:S:1:pos:R:3:forces:R:3
Ru -3.055 -9.089 12.612 -0.471 0.160 0.420
O -2.058 -12.877 13.840 0.953 -0.874 0.278
C -1.997 -11.820 13.311 0.030 2.334 -1.082
O -3.031 -11.118 12.923 -0.909 0.485 -0.171
C -0.734 -10.938 12.976 0.013 -1.774 0.109
C 0.475 -11.535 12.664 0.650 0.969 0.501
C 1.609 -10.698 12.602 0.283 -1.106 -0.193
C 1.490 -9.322 12.777 -0.278 -0.484 -0.351
C 0.203 -8.839 12.984 -0.350 1.749 -1.158
N -0.887 -9.604 12.990 0.126 -0.616 0.895
H 0.529 -12.605 12.503 0.049 0.093 0.271
H 2.595 -11.182 12.429 -0.769 0.613 -0.024
H 2.346 -8.679 12.578 -0.330 -0.006 0.534
H -0.053 -7.747 12.965 0.710 -1.078 0.234
C -2.514 -5.848 8.108 1.635 -1.038 0.890
O -2.677 -7.162 8.731 -0.387 0.139 0.274
C -2.657 -7.333 10.042 -0.196 0.895 -0.969
O -2.904 -8.436 10.511 0.040 -0.770 0.055
N -2.366 -6.271 10.823 0.401 1.967 -1.003
N -2.408 -6.420 12.188 -0.277 0.060 1.238
H -2.715 -5.994 7.073 0.003 -0.174 -0.627
H -1.473 -5.541 8.294 -0.339 0.042 -0.368
H -3.175 -5.124 8.501 -0.963 0.657 0.539
H -2.419 -5.276 10.520 0.170 -1.501 -0.329
H -3.229 -5.896 12.503 0.394 -0.352 0.514
H -1.558 -6.039 12.618 -0.483 -0.095 -0.218
C -6.100 -10.683 12.613 -1.935 0.522 -1.410
Si -6.144 -9.069 13.566 -0.786 0.548 -0.161
C -6.968 -9.484 15.181 -0.216 -1.693 0.476
C -7.139 -7.730 12.634 -0.201 -0.487 0.675
C -4.491 -8.273 14.002 0.660 -1.064 -0.223
H -7.193 -10.977 12.441 1.169 0.503 0.424
H -5.676 -11.487 13.160 0.694 -0.703 0.347
H -5.733 -10.639 11.570 0.290 -0.062 0.546
H -7.943 -10.014 14.916 1.307 0.243 0.501
H -7.272 -8.664 15.812 0.149 0.477 0.124
H -6.258 -10.154 15.805 -1.384 0.809 -0.999
H -8.100 -8.172 12.305 0.270 0.357 0.391
H -6.653 -7.427 11.707 0.176 0.332 0.082
H -7.313 -6.874 13.345 0.080 -0.696 -0.954
H -4.116 -8.698 14.942 0.001 0.027 0.010
H -4.567 -7.208 14.115 0.023 0.594 -0.088
```
Positions in Å, forces in eV/Å.

2S+1: 6
Energy relative to the best compared isomer or geometry (same formula, charge and spin) (eV): 0.770
Largest force on an atom (eV/A): 2.6
Total charge: +1
HOMO energy (spin up / spin down) (hartree): -0.41364 / -0.46295
Frontier orbital gap (spin up / spin down) (eV): 8.3 / 7.7
E_LUMO (spin up / spin down) (eV): -2.929 / -4.879

Results of the Mulliken charge analysis, in e, for atoms 1 through 5:
1. Ru 0.85
2. O -0.53
3. C 0.41
4. O -0.63
5. C 0.74